(1)
C24H58P2Si4Zn | ωB97M-V/def2-TZVPD

Structure (XYZ):
```
89
Properties=species:S:1:pos:R:3:forces:R:3
P 1.6748 -2.9612 -2.1627 -0.4806 1.3625 -1.6002
P -0.0538 3.0164 -0.1877 -0.2554 0.1424 -0.2488
C 1.7720 -1.1934 -2.8932 -0.4616 -1.1506 0.5155
C 0.8343 -0.2862 -2.0869 -0.2107 1.4801 0.4454
H 1.5782 -1.2383 -3.9904 -0.1256 0.0327 1.0415
H 2.8359 -0.8927 -2.8399 -0.3883 0.1966 0.5717
H 1.1759 -0.1418 -1.0455 -0.2528 -0.6959 -0.3759
H 0.9073 0.7869 -2.4246 -0.9242 -1.0226 -0.1024
C -1.5867 2.8042 -1.1236 -0.3193 -0.0442 0.0142
H -2.3600 3.3466 -0.5624 -0.1051 -0.3453 -0.3911
H -1.8560 1.7608 -1.2988 -0.1951 0.1646 -0.0456
H -1.4216 3.2944 -2.0860 -0.2655 -0.0154 0.0607
C 1.1373 3.7177 -1.3883 1.0400 -0.3410 -0.3369
H 0.7442 3.5831 -2.4101 0.1091 0.0302 0.3955
H 2.1470 3.2656 -1.3695 -0.4217 0.2331 0.0359
H 1.2229 4.7925 -1.1626 0.0709 -0.3987 -0.2924
C 0.1054 -3.5480 -3.0192 0.1501 -0.2825 0.6278
H -0.2616 -4.3395 -2.3593 -0.4231 0.1216 -0.1548
H 0.3687 -4.0189 -3.9644 -0.1738 0.1344 0.0217
H -0.6749 -2.7943 -3.1966 0.1814 -0.2097 0.2972
C 2.8265 -3.6535 -3.4196 0.5150 -0.7108 0.4659
H 3.4004 -2.8771 -3.9543 -0.1119 -0.4443 0.3550
H 2.2676 -4.2661 -4.1399 0.4498 0.1465 0.1815
H 3.4643 -4.3012 -2.7973 0.3271 0.0750 -0.8568
Zn -0.6266 -0.4243 -4.1862 -0.4817 -0.9063 1.6431
C 0.1113 1.2207 -5.0464 2.0707 0.0591 -0.0696
C -1.2738 1.3370 -4.8732 -1.9704 0.0415 -0.2404
C -2.2746 0.9002 -5.9157 -1.2677 -0.5586 -1.4141
C -1.9235 -0.4447 -6.6667 -0.5593 0.8554 -0.1352
C -1.2912 -1.4977 -5.7673 -2.0179 -0.3441 -0.1606
C 0.0637 -1.7444 -5.8054 1.9841 0.5856 0.4470
C 1.1112 -0.8044 -6.3732 0.2259 0.6872 -0.5860
C 0.7891 0.7519 -6.2983 0.9263 -1.3107 -1.2397
C -0.9886 -0.9255 -1.1971 1.7167 0.5656 0.3890
H 0.7741 1.7519 -4.3842 -0.0555 0.5068 0.1815
H -1.6794 2.0645 -4.1843 0.1566 0.0982 0.1920
H -2.5670 1.6228 -6.7270 0.7298 0.0654 0.4585
H -3.2483 0.7742 -5.4080 0.4840 -0.2157 -0.0493
H -2.8640 -0.8765 -7.0800 0.5668 0.3858 0.1323
H -1.2458 -0.2400 -7.5283 -0.6265 -0.2122 0.6051
H -1.9523 -2.3055 -5.4589 0.1986 -0.0627 -0.2791
H 0.4578 -2.7484 -5.6638 -0.2596 0.0339 0.3110
H 1.3060 -1.0954 -7.4257 0.1004 0.1921 0.0243
H 2.0920 -0.9818 -5.8632 -0.7787 0.1341 -0.2747
H 1.7798 1.2235 -6.3584 -0.2887 0.1265 -0.1441
H 0.2531 1.0175 -7.2236 0.1777 0.1931 0.3893
H -1.0127 -0.0364 -0.5303 0.0791 -0.6780 -0.4848
H -0.3474 -1.6964 -0.7732 -0.3098 0.0166 0.3751
H -2.0269 -1.3613 -1.2781 1.1687 0.7470 -1.3302
C -3.3496 2.1300 2.7313 -0.0680 -0.2315 0.3427
Si -1.7624 1.2027 3.1576 0.1869 0.1755 -0.5620
C -1.2300 1.4745 4.9584 -0.1540 0.0339 -0.2424
C -1.9983 -0.6450 2.9104 -0.2413 0.0228 0.0891
Si -0.0074 2.1111 1.9163 0.3323 1.1037 -0.3041
Si -0.0778 4.4983 1.9900 -0.3959 -0.5381 1.2788
C -0.3856 4.8424 3.8697 0.2059 0.7401 -0.4565
C 1.6502 5.2426 1.6919 -0.1883 -0.0430 -0.1985
C -1.5079 5.4921 1.1907 0.3332 0.0044 0.1211
Si 1.9920 1.3294 2.7250 0.0611 0.0388 0.0416
C 2.4089 2.4362 4.2268 0.2093 -0.4320 -0.2267
C 1.7720 -0.4629 3.3158 0.3777 0.3201 0.0429
C 3.3653 1.3910 1.4132 0.0128 -0.0277 0.3295
H -4.0722 1.8687 3.5236 -0.0336 0.2183 -0.3524
H -3.7434 1.7831 1.7625 0.0917 0.1497 0.3082
H -3.2268 3.2248 2.7045 -0.0054 -0.4278 0.0510
H -2.0453 1.0213 5.5473 0.3207 0.1738 0.0568
H -0.2879 0.9527 5.1910 -0.3709 0.1556 -0.0343
H -1.1313 2.5389 5.2203 -0.0387 -0.4514 -0.0436
H -2.5737 -0.8347 1.9914 0.1503 -0.0533 0.2879
H -1.0507 -1.1993 2.8588 -0.3158 0.1779 0.0327
H -2.5743 -0.9965 3.7830 0.1020 -0.1653 -0.3533
H 0.4461 4.4677 4.4848 -0.3080 0.0877 -0.0932
H -0.4389 5.9424 3.9687 -0.0444 -0.3091 0.3759
H -1.3351 4.4057 4.2141 0.2497 0.2013 -0.0971
H 2.1160 4.9543 0.7397 -0.1060 0.1558 0.2881
H 1.5372 6.3393 1.7092 0.1496 -0.2757 -0.0177
H 2.3291 4.9497 2.5041 -0.2160 0.1570 -0.2016
H -1.2408 5.8685 0.1912 -0.1147 -0.1891 0.2688
H -2.4348 4.9047 1.1155 0.2456 0.1697 0.0099
H -1.7001 6.3542 1.8431 -0.1156 -0.1035 -0.1221
H 1.6046 2.3883 4.9872 0.4737 0.0733 -0.3642
H 3.3395 2.0074 4.6494 -0.3679 0.3870 0.0555
H 2.5816 3.4888 3.9326 -0.0711 -0.6127 0.2431
H 1.7925 -1.1362 2.4426 -0.0090 0.1058 0.3963
H 2.6329 -0.6696 3.9779 -0.3761 -0.2781 -0.2222
H 0.8330 -0.6106 3.8749 0.4692 0.0273 -0.1910
H 3.1699 0.6481 0.6183 0.1201 0.3300 0.3064
H 3.4634 2.3956 0.9598 -0.0034 -0.4744 0.2276
H 4.3077 1.1261 1.9315 -0.2460 0.1391 -0.4364
```
Forces are in eV/Å.

Summary:
Orbital gap (spin up / spin down): 5.11 / 5.04 eV
Largest force on an atom: 2.16 eV Å⁻¹

---

(2)
C24H59BF4NO6Tl | ωB97M-V/def2-TZVPD

Structure (XYZ):
```
96
Properties=species:S:1:pos:R:3:forces:R:3
Tl 2.9444 1.5533 1.1914 -0.1289 -0.0086 0.2810
B 0.7029 -0.7901 0.0520 -0.8058 0.2482 1.3257
F 1.8616 -0.7454 -0.6468 1.0247 0.0337 -0.9900
F -0.3235 -0.0631 -0.5817 -0.0049 -0.2804 0.0957
F 0.3431 -2.0615 0.4553 -0.1971 0.1779 -0.4439
F 1.0099 -0.0483 1.3106 -0.0204 0.3103 0.0286
C 3.6944 -2.6309 1.3182 -1.1264 -0.5617 -1.2374
C 4.6785 -1.5392 1.2868 -0.0877 3.0035 0.7061
C 5.3561 -1.1171 -0.0070 -0.6229 -1.8218 -0.1288
O 3.8624 -0.3543 1.8549 2.3875 -0.4598 -0.6836
H 3.0580 -2.5644 0.4465 -0.3941 0.5177 -0.2944
H 2.9837 -2.8849 2.1314 1.0752 0.6763 0.1810
H 4.2373 -3.4691 1.0513 1.1208 -2.3457 0.0009
H 5.5449 -1.5326 1.8999 0.2193 -0.8338 1.6463
H 4.5894 -0.7955 -0.6859 -0.2618 -0.4282 -1.0414
H 5.9566 -2.0443 -0.2904 -0.8679 1.3300 -0.3050
H 6.0318 -0.2876 0.0796 0.4696 0.2653 0.6307
H 3.1885 -0.7857 2.3393 -1.4589 -0.5695 1.0629
C 3.0788 2.8037 5.1684 -0.8909 1.2926 0.1041
C 1.9508 3.1227 4.1272 3.4195 -1.0236 -0.7701
C 2.4367 4.2740 3.2327 -1.9624 0.7723 -0.1002
O 1.7892 1.8926 3.2688 -2.4966 0.4055 -0.5284
H 3.1686 3.7110 5.8258 0.0915 -0.5650 -0.7945
H 4.0303 2.6945 4.6053 -0.4958 -0.3519 0.6949
H 2.8194 2.0289 5.9105 0.3083 -0.1690 -0.8882
H 1.0276 3.2378 4.5835 -1.7320 0.6202 0.8558
H 1.6105 4.7074 2.6097 0.7235 -0.7060 0.2805
H 3.2323 3.9462 2.5930 0.4553 -0.3172 -0.4248
H 2.8236 5.1487 3.7487 0.0462 -0.1975 0.5772
H 0.8113 1.8369 2.9076 2.4444 0.2574 0.9252
C 4.1005 3.2982 -1.1599 -1.6721 1.2748 -1.4360
C 2.5728 3.4220 -1.3363 -0.0496 -1.2224 2.1523
C 1.9731 2.3988 -2.2261 -0.2660 -2.0860 -1.0175
O 1.9348 3.2436 0.0626 2.0885 0.6363 -0.7720
H 4.4875 3.6584 -2.1030 0.2998 0.4008 -0.3827
H 4.3175 2.2727 -1.2472 0.6872 -1.4965 0.6415
H 4.5996 3.8764 -0.3958 -0.2169 -0.1159 0.4426
H 2.2056 4.3588 -1.5654 -0.1881 2.2572 -0.6484
H 0.8876 2.3325 -2.0718 0.2119 0.0061 0.2015
H 2.4144 1.3879 -1.9502 -0.6448 0.9570 -0.5665
H 2.0382 2.5374 -3.3426 0.5649 0.1769 1.1954
H 1.0134 3.0117 0.1741 -1.4363 -0.1240 -0.5025
C -4.0434 -2.7788 4.3688 2.6365 0.8719 0.5913
C -3.7307 -2.2423 2.9994 0.1519 -2.4052 -1.5503
C -2.2884 -2.5760 2.6351 0.2897 0.3606 0.4027
O -4.4619 -3.0810 1.9673 -0.5910 1.2139 1.1308
H -4.8627 -2.3250 4.8492 -0.9349 0.5756 0.6776
H -3.0893 -2.7114 4.9932 -1.3852 0.4456 -0.4718
H -4.1582 -3.8151 4.3207 -0.5329 -1.7818 -0.2641
H -3.9789 -1.1711 2.9069 0.0775 -0.4876 -0.3314
H -1.8239 -1.7096 3.0758 1.3425 0.0362 0.1120
H -2.0682 -2.5815 1.5644 -0.2133 0.2741 0.0641
H -1.8644 -3.5400 3.0389 -0.8139 1.0505 -0.1043
H -5.3391 -3.2329 2.3635 0.1958 -0.0862 -0.6095
C -0.9227 4.9199 1.0342 -1.6336 -0.2010 -0.2838
C -1.5334 3.5151 1.1807 -0.3959 1.4474 1.3271
C -2.5946 3.1912 0.0827 0.8131 1.3534 1.4111
O -0.5229 2.4718 1.1720 -0.3971 0.6974 -0.1807
H -0.4594 5.0718 0.0843 0.4943 -0.0325 -0.8170
H -0.2603 5.2907 1.8028 0.0559 -0.3362 0.3844
H -1.8230 5.5593 1.0212 0.5103 0.1124 0.1414
H -2.0109 3.5548 2.2193 0.3579 -0.5356 -1.3312
H -3.0555 2.2806 0.4238 -0.4014 -0.5750 -0.5417
H -2.1064 3.1862 -0.8783 0.2172 -0.6207 -0.4336
H -3.3466 3.9822 -0.0129 0.0398 -0.2157 0.3999
H -0.9814 1.8175 0.6444 0.5567 -1.1145 -0.1165
C 0.5054 -2.8714 -4.4689 2.1510 -1.1481 -0.9129
C -0.1775 -2.1241 -5.3139 -2.3784 0.4434 0.4604
C -1.7605 -2.2046 -5.4304 1.8698 0.7429 0.4916
C -2.5579 -2.8273 -4.3018 -0.0857 -0.2368 0.5543
C -2.0510 -2.2785 -2.9103 -1.4157 0.0527 -0.7619
C -3.1312 -2.6465 -1.9457 0.6388 0.8927 0.7199
N -3.9981 -1.8015 -1.5450 0.7314 0.7961 0.9754
O -4.8152 -1.9845 -0.4608 0.2563 -0.9018 0.4882
C -3.1246 -3.9329 -1.3084 -1.9667 -1.6475 0.9973
C -3.9401 -0.3946 -1.8898 -2.2014 -0.8894 -0.2258
C 0.3747 -1.0124 -6.1283 1.8319 1.1441 -1.1774
H 0.7848 -3.4434 5.8823 0.0490 0.0874 -0.0775
H 1.6499 -2.8382 -4.4779 -1.7685 0.1003 0.2911
H 0.0598 -3.7970 -4.1101 0.0731 0.3037 0.4861
H -2.0488 -1.1416 -5.3954 -0.0302 -0.2005 -0.4209
H -2.0202 -2.6027 -6.4003 -0.2080 -0.0965 -0.2879
H -2.6082 -3.9592 -4.2963 0.0905 1.2907 -0.0624
H -3.5877 -2.4075 -4.4153 0.5096 -0.7451 -0.0161
H -1.8215 -1.1877 -2.9723 -0.2375 -0.9521 0.1482
H -1.1996 -2.8060 -2.5396 0.7756 -0.1863 -0.0515
H -4.1838 -4.2231 -1.0505 0.7439 -0.0231 -0.8669
H -2.6732 -4.6450 -1.9843 0.3148 -0.4771 0.4773
H -2.7804 -3.9264 -0.2592 0.8810 0.1018 -0.5893
H -3.8106 -0.3512 -2.9508 0.4854 0.5425 -0.4627
H -4.9763 -0.1157 -1.6797 0.4027 0.8156 0.0515
H -3.2064 0.0533 -1.2595 0.4676 0.7307 0.1368
H 1.1985 -1.3912 -6.7874 -0.6377 0.1073 0.4608
H 0.9219 -0.1757 -5.5581 -1.2359 -1.1211 -0.5342
H -0.3704 -0.5936 -6.8456 0.4974 -0.0792 0.7933
H -4.3696 -2.4883 0.3206 -0.6538 0.5704 -0.7653
```
Forces are in eV/Å.

Summary:
Orbital gap: 1.99 eV
Largest force on an atom: 3.65 eV Å⁻¹
Total charge: +2